Entry one
DFT (wB97M-V/def2-TZVPD) results for C6H12S in the gas phase.

Summary:
SMILES: CC(C)=C(C)CS

Atoms and positions in Å:
C (1.9639, 0.6721, 0.2043)
C (0.7784, -0.2044, -0.0198)
C (1.1881, -1.6725, 0.0127)
C (-0.4588, 0.2699, -0.1922)
C (-0.7934, 1.7957, -0.1447)
C (-1.5779, -0.6773, -0.5005)
H (1.6546, 1.6830, 0.4685)
H (2.5481, 0.7168, -0.7162)
H (2.6541, 0.2089, 0.9795)
H (0.6451, -2.4119, -0.6624)
H (1.0656, -2.0113, 1.1399)
H (2.2393, -1.6254, -0.1675)
H (0.0679, 2.3978, -0.0174)
H (-1.4292, 2.0014, 0.7365)
H (-1.3084, 2.0933, -1.0278)
H (-1.3570, -1.7488, -0.1837)
H (-1.7538, -0.6526, -1.5373)
H (-2.9310, -0.6027, 1.4537)
S (-3.1957, -0.2320, 0.1743)

Entry two
DFT (wB97M-V/def2-TZVPD) results for 2 unconnected molecules or ions with the total composition C6H12S.

Atoms and positions in Å:
C (-2.4596, -0.3272, 0.3227)
C (-1.5663, 0.1503, -0.4561)
C (-1.1554, 1.5524, -0.6097)
C (0.7339, 0.0040, 1.7346)
C (2.5467, -1.0260, -1.7260)
C (1.0972, -0.8298, 0.5335)
S (1.9809, 0.0351, -0.5880)
H (-2.6453, -1.3081, 0.6084)
H (-3.0845, 0.2655, 0.8969)
H (-1.5706, 1.9256, -1.5876)
H (-1.4408, 2.2319, 0.1628)
H (-0.0789, 1.6141, -0.7328)
H (0.6587, 1.0912, 1.4201)
H (-0.3504, -0.2389, 1.9885)
H (1.3303, -0.2456, 2.5545)
H (2.9201, -1.9931, -1.5572)
H (2.9926, -0.3970, -2.6044)
H (-0.9737, -0.5653, -0.9285)
H (1.0653, -1.9392, 0.5683)

Entry three
DFT (wB97M-V/def2-TZVPD) results for C6H12S in the gas phase.

Summary:
SMILES: C/C=C\[C@@H](S)CC

Atoms and positions in Å:
C (-1.1021, -1.8698, -1.3722)
C (-1.2685, -0.6356, -0.5106)
C (-0.3569, -0.6169, 0.7362)
C (1.0473, -0.6778, 0.1102)
C (1.7020, 0.1029, -0.7365)
C (1.3808, 1.4849, -1.2646)
H (-1.8031, -2.7155, -0.8814)
H (0.1409, -2.0791, -0.9680)
H (-1.2474, -1.7085, -2.6864)
H (-2.2999, -0.5139, -0.2843)
H (-0.8110, 0.1751, -1.0151)
H (-0.6243, -1.5679, 1.4081)
H (0.4102, 0.7810, 2.3073)
H (1.4545, -1.6362, 0.4110)
H (2.6961, 0.0708, -0.9570)
H (1.7620, 2.4949, -0.5726)
H (0.2469, 1.5748, -1.0655)
H (1.7243, 1.5035, -2.3302)
S (-0.6290, 1.0559, 1.5537)

Most favorable first, least favorable last: entry one, entry two, entry three

Entry one
DFT (wB97M-V/def2-TZVPD) results for a gas-phase ion, C10H19N2 (charge +1).

Summary:
Charge: +1
SMILES: CC(C)N/C=C\[N+](C)=C1/C[C@H]1C

Atoms and positions in Å:
C (-1.5358, 0.7752, -0.5138)
C (-1.9562, -0.3408, 0.1833)
C (-0.2499, -1.8329, 0.7806)
C (1.6229, -2.1476, 2.5764)
C (0.9790, -2.0999, 0.0304)
C (0.3768, 1.7651, -3.0917)
C (0.8283, 3.2853, -1.0547)
C (-2.2009, -1.4497, 2.2371)
C (0.7470, -2.6932, 1.4156)
C (-0.1153, 2.2812, -1.7644)
N (-0.2949, 1.0967, -0.9343)
N (-1.3829, -1.2796, 0.9697)
H (-2.2966, 1.5459, -0.7234)
H (-2.9378, -0.1713, 0.4962)
H (2.6145, -2.5956, 2.5750)
H (1.2110, -2.2868, 3.4742)
H (1.9119, -1.0639, 2.4268)
H (0.9369, -2.6493, -0.8501)
H (1.8730, -1.3008, -0.1054)
H (0.5939, 0.4862, -0.7726)
H (0.7104, 2.5814, -3.6303)
H (-0.2678, 1.1309, -3.7151)
H (1.1606, 1.1123, -2.9191)
H (0.4975, 3.5137, -0.1234)
H (0.6752, 4.2306, -1.4103)
H (1.9120, 3.1629, -0.9963)
H (-1.9586, -2.3615, 2.8337)
H (-2.0862, -0.5120, 2.9240)
H (-3.2028, -1.4571, 2.0299)
H (0.7113, -3.7963, 1.4391)
H (-1.1287, 2.7473, -1.7261)

Entry two
DFT (wB97M-V/def2-TZVPD) results for a gas-phase ion, C10H19N2 (charge +1).

Summary:
Charge: +1

Atoms and positions in Å:
C (-0.9012, -1.8126, 2.2228)
C (-0.3165, -1.0861, 1.4996)
C (1.2784, 0.8615, 1.2719)
C (0.8726, 1.5498, 2.6029)
C (-1.4796, 2.2689, 2.0305)
C (0.2212, -0.0009, 0.8040)
C (1.5051, -1.1566, -2.0676)
C (-0.7226, -2.0917, -1.3373)
C (-0.5802, -0.2595, -2.9289)
C (0.0511, -0.8427, -1.6472)
N (-0.1540, 2.5861, 2.3142)
N (-0.3300, 0.0950, -0.5110)
H (-1.5094, -2.2653, 3.0179)
H (1.4687, 1.6764, 0.4628)
H (2.2088, 0.4071, 1.6386)
H (0.5110, 0.7941, 3.2982)
H (1.8395, 1.9313, 3.1830)
H (-2.0921, 2.9662, 1.3151)
H (-1.5976, 1.1980, 2.2431)
H (1.5163, -1.5313, -3.0205)
H (2.1552, -0.2932, -2.2105)
H (1.9982, -1.7786, -1.3407)
H (-1.7258, -1.9206, -1.2211)
H (-0.3355, -2.6404, -0.5337)
H (-0.6174, -2.7252, -2.1994)
H (-0.8162, -1.0497, -3.6422)
H (-1.4959, 0.2495, -2.6573)
H (0.1485, 0.3855, -3.5870)
H (0.2291, 3.4622, 2.2358)
H (-1.3781, 0.0017, -0.4559)
H (0.0483, 1.0211, -0.7801)

Most favorable first, least favorable last: entry one, entry two

Entry one
DFT (wB97M-V/def2-TZVPD) results for 2 unconnected molecules or ions with the total composition C13H19N.

Summary:
SMILES: Cc1c[nH]c2ccccc12.CC(C)C

Atoms and positions in Å:
C (-1.7886, -0.6019, 3.3055)
C (-0.2544, -0.3863, 3.1973)
C (-2.1961, -1.8369, 4.2098)
C (-2.3130, 0.6973, 3.8993)
H (-2.1442, -0.9995, 2.3701)
H (0.3439, -1.2730, 3.4649)
H (-2.0303, -2.7723, 3.6330)
H (-1.5659, -1.8948, 5.1098)
H (-3.2790, -1.8156, 4.3395)
H (-3.3687, 0.9212, 3.6739)
H (-2.2996, 0.7372, 5.0241)
H (-1.7608, 1.5253, 3.4792)
H (0.0663, 0.4466, 3.8380)
H (0.0461, -0.3154, 2.1573)
C (2.5151, -1.9247, -0.9243)
C (0.9001, -1.6118, -2.9007)
C (1.4828, -1.1911, -1.7172)
C (0.2948, 0.5799, -2.5637)
C (0.9491, 0.0871, -1.4175)
C (-0.1794, 1.8729, -2.6712)
C (0.9529, 0.9404, -0.2733)
C (-0.0158, 2.7282, -1.6443)
C (0.4286, 2.1811, -0.3712)
N (0.2261, -0.5182, -3.4060)
H (1.1277, -2.5005, -3.4553)
H (-0.2334, -0.6096, -4.2973)
H (3.2414, -2.5385, -1.4890)
H (2.1070, -2.5986, -0.1870)
H (-0.6163, 2.1786, -3.6398)
H (1.3694, 0.6280, 0.6843)
H (-0.4301, 3.7049, -1.5133)
H (0.2108, 2.8659, 0.4248)
H (3.2133, -1.2544, -0.4084)

Entry two
DFT (wB97M-V/def2-TZVPD) results for 2 unconnected molecules or ions with the total composition C13H19N.

Summary:
SMILES: Cc1c[nH]c2ccccc12.CC(C)C

Atoms and positions in Å:
C (-3.3582, 0.2158, 1.5939)
C (-2.8627, 0.2412, -2.0723)
C (-2.3988, 0.2942, -0.7192)
C (-3.4560, -0.1166, 0.1240)
C (-4.4905, -0.5214, -0.6736)
C (-2.1502, 0.5601, -3.2229)
C (-0.7981, 0.8279, -3.0144)
C (-0.2856, 0.9464, -1.6879)
C (-1.0910, 0.8196, -0.5806)
N (-4.2012, -0.0927, -2.0003)
H (-2.6458, 0.6201, -4.1941)
H (-0.1121, 1.1057, -3.8256)
H (-4.7327, -0.3562, -2.8040)
H (0.7863, 1.2331, -1.5867)
H (-5.5292, -0.4866, -0.3238)
H (-0.6266, 0.9088, 0.3940)
H (-4.2213, -0.0382, 2.2349)
H (-3.2453, 1.3137, 1.7849)
H (-2.3721, -0.1842, 1.9346)
C (3.1556, -0.2651, 1.6965)
C (2.4592, -1.3963, 0.8780)
C (4.2927, -0.9506, 2.4581)
C (3.5877, 0.6351, 0.5540)
H (2.6219, 0.2246, 2.5422)
H (2.4795, -2.3029, 1.4538)
H (4.8350, -1.6018, 1.7538)
H (5.0044, -0.1902, 2.8350)
H (4.0733, -1.4426, 3.3921)
H (2.6273, 0.8725, -0.0653)
H (4.1924, 1.5505, 0.8235)
H (4.2271, 0.1379, -0.1498)
H (2.8167, -1.3703, -0.1728)
H (1.4184, -1.1917, 0.6399)

Most favorable first, least favorable last: entry one, entry two

Entry one
DFT (wB97M-V/def2-TZVPD) results for 2 unconnected molecules or ions with the total composition C6H12O2S.

Atoms and positions in Å:
C (-1.3561, 0.8691, 0.5806)
C (-0.3921, 1.7036, 0.9073)
C (-2.3686, 1.0196, -0.5692)
C (-1.5695, -0.3699, 1.5641)
C (0.5708, 2.5223, 1.2722)
C (2.2244, -2.5325, -1.6780)
O (2.5483, -1.2104, 0.6195)
O (1.1957, -0.1374, -1.2490)
S (2.6485, -0.9535, -0.7871)
H (-3.3561, 1.1761, -0.2187)
H (-2.0322, 1.7510, -1.1816)
H (-2.2618, 0.1350, -1.2576)
H (-2.4496, -0.1607, 2.1058)
H (-1.6613, -1.3351, 1.1231)
H (-0.7988, -0.1748, 2.2370)
H (0.7053, 0.3334, -0.6055)
H (1.6671, 2.3288, 0.9338)
H (0.3177, 3.2396, 2.0146)
H (1.3044, -2.8221, -1.3068)
H (2.0174, -2.1178, -2.8064)
H (3.0463, -3.2645, -1.6980)

Entry two
DFT (wB97M-V/def2-TZVPD) results for C6H12O2S in the gas phase.

Atoms and positions in Å:
C (-1.9473, 0.7003, -0.5481)
C (-1.0450, 0.7048, -1.8103)
C (-0.3215, -0.2057, 0.8797)
C (0.8163, -0.2009, -0.1578)
C (0.2186, 0.1179, 2.2701)
C (1.9624, -1.0901, 0.1046)
O (1.1199, -0.4379, -2.7753)
O (-1.2459, 0.7696, 0.6247)
S (0.0729, -0.7196, -1.7879)
H (-2.8394, 1.3821, -0.4300)
H (-2.5519, -0.2622, -0.5662)
H (-1.5928, 0.6836, -2.7850)
H (-0.5722, 1.7142, -1.8937)
H (-0.9015, -1.2015, 0.7517)
H (0.9574, 0.9309, -0.2632)
H (0.9320, 0.9821, 2.1621)
H (0.6853, -0.7033, 2.8321)
H (-0.5632, 0.6806, 2.8012)
H (2.6223, -0.5354, 0.8442)
H (2.5809, -1.2559, -0.7821)
H (1.6126, -2.0536, 0.5291)

Most favorable first, least favorable last: entry two, entry one

Entry one
DFT (wB97M-V/def2-TZVPD) results for 2 unconnected molecules or ions with the total composition H2.

Summary:
Charge: -1
Spin multiplicity: 2

Atoms and positions in Å:
H (0.0000, 0.0000, 0.9221)
H (0.0000, 0.0000, -0.9221)

Entry two
DFT (wB97M-V/def2-TZVPD) results for 2 unconnected molecules or ions with the total composition H2.

Summary:
Charge: -1
Spin multiplicity: 2

Atoms and positions in Å:
H (-0.8036, -0.8202, 0.3784)
H (0.8036, 0.8202, -0.3784)

Most favorable first, least favorable last: entry one, entry two

Entry one
DFT (wB97M-V/def2-TZVPD) results for 2 unconnected molecules or ions with the total composition C3H8NS2.

Summary:
Charge: +1

Atoms and positions in Å:
C (-0.9660, -1.4373, 0.5477)
C (1.5415, 0.8063, 0.1400)
C (-0.0633, 2.1181, -0.9880)
N (0.1771, 1.1806, -0.1882)
S (-1.5839, -2.6855, -0.4484)
S (-1.0498, -1.5091, 2.2217)
H (2.1961, 1.5814, 0.4088)
H (1.3231, 0.1692, 0.9451)
H (2.0053, 0.3741, -0.7715)
H (-1.0286, 2.5365, -1.0408)
H (0.6963, 2.7801, -1.3978)
H (-1.1382, -2.4231, -1.6205)
H (-0.6873, -0.6068, -0.0477)
H (-1.4221, -2.8846, 2.2397)

Entry two
DFT (wB97M-V/def2-TZVPD) results for a molecular structure, C3H8NS2.

Summary:
Charge: +1

Atoms and positions in Å:
C (2.8969, 0.6624, 0.0596)
C (-0.6500, -0.0211, 0.2289)
C (-3.0654, -0.2497, 0.1315)
N (-1.7153, -0.7147, -0.0321)
S (4.4586, -0.0625, 0.0167)
S (0.9093, -0.6562, -0.0196)
H (2.6508, 1.0856, 1.0190)
H (2.5708, 1.1899, -0.8183)
H (-0.7684, 0.9797, 0.6236)
H (-3.6380, -0.9626, 0.7241)
H (-3.0721, 0.7200, 0.6273)
H (-3.5473, -0.1458, -0.8437)
H (-1.5981, -1.6522, -0.4031)
H (4.5681, -0.1726, -1.3138)

Most favorable first, least favorable last: entry two, entry one